[1]
A molecular structure, C31H35As2KN4O12S3. Source: the Open Molecules 2025 dataset; level of theory: ωB97M-V/def2-TZVPD.

```
88
Properties=species:S:1:pos:R:3:mulliken_charge:R:1
K -1.169 -0.799 0.156 0.675
C -6.365 -1.424 -0.738 -0.681
S -5.832 0.100 0.049 -0.140
C -4.449 -0.408 1.068 0.283
S -4.135 -2.023 1.521 -0.464
N -3.838 0.685 1.445 -0.793
N -2.610 0.541 2.011 0.517
C -2.289 1.433 2.862 -1.036
C -0.913 1.535 3.373 0.702
C -0.602 2.577 4.247 -0.559
C 0.708 2.742 4.662 -0.618
C 1.668 1.855 4.206 -0.102
C 1.260 0.827 3.364 -0.435
N 0.010 0.664 2.943 -0.204
H -7.435 -1.347 -0.936 0.387
H -6.175 -2.256 -0.061 0.212
H -5.820 -1.578 -1.668 0.134
H -3.014 2.183 3.183 0.300
H -1.384 3.257 4.563 0.346
H 0.979 3.563 5.316 0.406
H 2.714 1.956 4.463 0.327
H 1.988 0.120 2.982 0.568
C -4.248 -6.875 -3.355 -1.448
C -3.735 -5.461 -3.285 1.139
C -3.903 -4.692 -2.136 -0.891
C -3.425 -3.393 -2.065 -0.332
C -2.772 -2.838 -3.158 -0.181
C -2.596 -3.589 -4.311 -0.329
C -3.075 -4.891 -4.369 -0.607
S -2.115 -1.176 -3.030 1.287
O -3.112 -0.436 -2.274 -0.663
O -1.871 -0.784 -4.408 -0.833
N -0.855 -1.269 -2.137 -0.380
C 0.376 -1.844 -2.648 -0.580
C 1.319 -1.661 -1.471 0.454
O 1.330 -2.425 -0.517 -0.602
O 2.031 -0.550 -1.484 -0.482
H -4.818 -7.129 -2.460 0.332
H -3.428 -7.593 -3.440 0.301
H -4.898 -7.020 -4.221 0.333
H -4.418 -5.111 -1.278 0.306
H -3.575 -2.813 -1.160 0.219
H -2.102 -3.134 -5.160 0.453
H -2.938 -5.472 -5.277 0.342
H 0.750 -1.337 -3.542 0.288
H 0.295 -2.922 -2.841 0.349
C 5.376 0.317 5.694 -0.915
O 5.226 1.089 4.509 -0.198
C 5.463 0.426 3.310 -0.362
O 5.798 -0.742 3.304 -0.732
C 5.204 1.255 2.164 1.239
C 6.067 2.165 1.747 0.224
As 5.771 3.345 0.122 0.029
C 7.576 3.222 -0.686 -1.280
C 4.883 1.823 -0.721 1.179
C 3.656 1.494 -0.287 -0.094
As 2.934 -0.283 0.163 0.681
C 4.387 -1.521 -0.215 -1.466
C 2.768 2.549 0.304 0.248
O 3.080 3.644 0.700 -0.674
O 1.485 2.152 0.227 0.019
C 0.520 3.096 0.700 -0.679
C 5.697 0.871 -1.533 -0.035
O 5.428 0.555 -2.667 -0.618
O 6.799 0.451 -0.899 0.063
C 7.639 -0.431 -1.639 -0.887
C 7.366 2.463 2.413 0.093
O 8.375 1.814 2.308 -0.663
O 7.418 3.593 3.179 -0.386
C 6.193 4.233 3.554 -0.336
H 5.809 0.971 6.451 0.253
H 6.022 -0.540 5.520 0.339
H 4.400 -0.037 6.037 0.262
H 8.043 4.199 -0.561 0.449
H 7.485 3.023 -1.755 0.393
H 8.192 2.454 -0.225 0.272
H 5.263 -1.225 0.357 0.315
H 4.592 -1.573 -1.282 0.318
H 4.037 -2.487 0.143 0.534
H -0.449 2.623 0.571 0.093
H 0.578 4.014 0.117 0.347
H 0.698 3.322 1.751 0.241
H 8.396 -0.764 -0.935 0.232
H 8.099 0.094 -2.477 0.295
H 7.068 -1.276 -2.022 0.299
H 6.470 4.966 4.309 0.337
H 5.491 3.514 3.970 0.065
H 5.731 4.742 2.707 0.206
```

As for the charge: -2. The value obtained for the lowest unoccupied orbital energy is 3.98 eV. The value obtained for the frontier orbital gap is 6.89 eV. Its total energy is -8590.283679 Ha.

=====

[2]
2 unconnected molecules or ions with the total composition C31H35BO2S2. Source: the Open Molecules 2025 dataset; level of theory: ωB97M-V/def2-TZVPD.

```
71
Properties=species:S:1:pos:R:3:mulliken_charge:R:1
C 5.494 4.435 1.088 -1.247
C 4.405 3.673 0.440 0.597
C 4.232 3.441 -0.911 -0.685
C 3.076 2.634 -1.208 -1.064
C 2.393 2.218 -0.077 0.266
B 1.290 0.949 0.076 1.574
C 0.015 1.955 -0.012 0.856
C -0.710 2.362 -1.104 -1.403
C -1.766 3.262 -0.747 -0.749
C -1.783 3.614 0.592 0.751
C -2.760 4.518 1.241 -1.229
S -0.532 2.786 1.446 -0.430
O 1.681 0.117 -1.022 -0.558
C 2.080 -1.125 -0.456 1.929
C 0.979 -2.146 -0.637 -1.544
C 3.302 -1.719 -1.142 -1.995
C 2.263 -0.781 1.103 1.919
C 1.848 -1.879 2.075 -1.802
C 3.673 -0.260 1.341 -2.026
O 1.347 0.292 1.325 -0.847
S 3.119 2.890 1.342 -0.269
H 6.347 4.516 0.410 0.347
H 5.182 5.451 1.354 0.243
H 5.808 3.918 1.998 0.307
H 4.926 3.800 -1.672 0.339
H 2.774 2.405 -2.221 0.471
H -0.482 2.052 -2.120 0.549
H -2.507 3.656 -1.443 0.421
H -3.100 5.256 0.502 0.352
H -3.654 3.979 1.577 0.090
H -2.309 5.005 2.111 0.371
H 1.170 -3.044 -0.038 0.404
H 0.022 -1.724 -0.315 -0.475
H 0.890 -2.505 -1.672 0.640
H 3.469 -2.725 -0.743 0.352
H 3.124 -1.842 -2.214 0.498
H 4.225 -1.150 -1.022 0.342
H 2.322 -2.835 1.833 0.288
H 2.159 -1.606 3.085 0.467
H 0.759 -2.001 2.085 0.193
H 4.411 -1.069 1.351 0.380
H 3.956 0.437 0.542 0.293
H 3.731 0.277 2.292 0.445
C -1.987 -0.548 0.573 -0.357
C -3.026 0.459 0.677 0.992
C -3.361 1.058 1.912 -0.015
C -4.472 1.884 2.012 -0.956
C -5.295 2.110 0.893 -0.037
C -4.974 1.515 -0.338 -1.064
C -3.827 0.741 -0.458 -0.114
C -2.365 -1.725 -0.089 -0.863
C -1.880 -2.998 0.204 -0.348
C -1.828 -4.044 -0.774 0.978
C -1.076 -5.217 -0.507 -0.205
C -0.836 -6.137 -1.518 -0.764
C -1.406 -5.950 -2.790 -0.361
C -2.140 -4.791 -3.075 -0.782
C -2.355 -3.844 -2.083 -0.299
H -1.134 -0.536 1.258 0.262
H -2.744 0.836 2.789 0.347
H -4.681 2.363 2.974 0.322
H -6.128 2.815 0.960 0.378
H -5.649 1.629 -1.188 0.374
H -3.538 0.326 -1.431 0.460
H -3.141 -1.664 -0.862 0.522
H -1.444 -3.180 1.189 0.272
H -0.647 -5.332 0.494 0.380
H -0.225 -7.014 -1.302 0.387
H -1.263 -6.700 -3.563 0.387
H -2.563 -4.623 -4.064 0.401
H -2.881 -2.919 -2.323 0.345
```

As for the charge: 0. The value obtained for the lowest unoccupied orbital energy is -2.98 eV. The value obtained for the frontier orbital gap is 3.24 eV. Its total energy is -2173.897448 Ha.

=====

[3]
A molecular structure, C31H35Br2EuN9O3S4. Source: the Open Molecules 2025 dataset; level of theory: ωB97M-V/def2-TZVPD.

```
85
Properties=species:S:1:pos:R:3:lowdin_spin:R:1
Eu -0.341 -1.357 0.353 6.987
C -5.383 -2.878 -2.694 0.000
C -4.375 -3.440 -1.733 0.000
C -4.158 -4.801 -1.585 0.002
C -3.167 -5.246 -0.728 0.000
C -2.431 -4.295 -0.049 0.002
Br -1.013 -4.849 1.079 0.002
N -2.627 -2.989 -0.134 -0.001
C -3.586 -2.586 -0.969 0.002
H -6.087 -3.645 -3.020 0.000
H -4.872 -2.488 -3.578 0.000
H -5.932 -2.049 -2.248 0.000
H -4.749 -5.517 -2.145 0.000
H -2.941 -6.295 -0.600 0.000
H -3.722 -1.516 -1.053 0.000
O 3.946 -3.900 -5.202 0.000
C 3.257 -3.550 -4.263 0.000
S 1.500 -3.702 -4.210 0.000
C 1.234 -3.020 -2.597 0.001
C 2.338 -2.614 -1.935 0.001
S 2.398 -1.860 -0.379 -0.007
S 3.879 -2.835 -2.781 0.000
S -0.414 -2.905 -2.059 -0.007
C -0.226 2.109 -1.577 0.000
C -0.197 3.052 -2.811 0.000
N 0.003 2.283 -4.037 0.000
C -1.122 1.360 -4.196 0.000
C -1.266 0.457 -2.942 0.001
N -0.160 0.704 -2.003 0.000
C 1.106 0.495 -2.722 0.001
C 1.232 1.497 -3.899 0.000
H -1.140 2.248 -0.999 0.000
H 0.620 2.293 -0.915 0.000
H 0.612 3.784 -2.733 0.000
H -1.139 3.600 -2.903 0.000
H -0.937 0.764 -5.093 0.000
H -2.027 1.950 -4.366 0.000
H -1.247 -0.600 -3.206 0.000
H -2.201 0.664 -2.418 0.000
H 1.117 -0.535 -3.075 0.000
H 1.932 0.604 -2.016 0.000
H 1.411 0.975 -4.843 0.000
H 2.059 2.196 -3.744 0.000
Br 5.372 -1.076 4.159 0.000
C 3.521 -0.800 4.500 0.000
C 3.149 -0.115 5.647 0.001
C 1.802 0.107 5.886 0.000
C 0.847 -0.334 4.980 0.001
C 1.235 -1.035 3.848 0.000
C 2.585 -1.280 3.604 0.001
C 0.237 -1.511 2.820 0.004
O -0.883 -0.958 2.731 0.003
O 0.610 -2.420 2.041 -0.008
H 3.906 0.230 6.340 0.000
H 1.503 0.641 6.781 0.000
H -0.207 -0.148 5.143 0.000
H 2.864 -1.841 2.718 0.000
C 1.418 3.110 3.688 0.000
N 0.901 2.445 2.510 0.001
C -0.549 2.354 2.384 0.001
C 1.671 1.647 1.710 0.002
N 1.129 0.720 1.000 -0.004
N 3.034 1.979 1.687 0.001
C 3.375 3.348 1.334 0.000
C 3.956 1.017 1.116 0.000
H 0.863 2.787 4.573 0.000
H 1.326 4.200 3.603 0.000
H 2.463 2.849 3.836 0.000
H -1.001 3.032 3.108 0.000
H -0.905 1.338 2.559 0.000
H -0.859 2.657 1.382 0.000
H 1.807 0.342 0.334 0.000
H 2.552 4.020 1.563 0.000
H 3.589 3.423 0.259 0.000
H 4.266 3.670 1.881 0.000
H 3.969 1.039 0.018 0.000
H 3.703 0.007 1.424 0.000
H 4.962 1.251 1.475 0.000
N -2.181 0.114 0.203 -0.006
C -3.096 0.822 0.125 0.012
C -4.190 1.682 0.051 0.003
C -4.095 3.013 0.505 0.001
N -4.019 4.107 0.873 0.001
C -5.407 1.201 -0.469 0.001
N -6.405 0.804 -0.900 0.001
```

As for the charge: -2. Its multiplicity is 8. The value obtained for the lowest unoccupied orbital energy (alpha / beta) is 3.70 / 3.70 eV. The value obtained for the frontier orbital gap (alpha / beta) is 4.40 / 4.89 eV. Its total energy is -9372.127079 Ha.